{
  "formula": "C48H71N4SiTi",
  "method": "ωB97M-V/def2-TZVPD",
  "species": ["Ti", "C", "C", "C", "C", "C", "C", "C", "C", "C", "C", "C", "C", "C", "C", "C", "C", "N", "C", "C", "C", "N", "C", "C", "C", "N", "C", "C", "C", "C", "C", "C", "C", "C", "C", "C", "C", "C", "N", "C", "C", "H", "H", "H", "H", "H", "H", "H", "H", "H", "H", "H", "H", "H", "H", "H", "H", "H", "H", "H", "H", "H", "H", "H", "H", "H", "H", "H", "H", "H", "H", "H", "H", "H", "H", "H", "H", "H", "H", "H", "H", "H", "H", "H", "H", "C", "C", "C", "C", "Si", "C", "C", "C", "C", "C", "C", "C", "C", "H", "H", "H", "H", "H", "H", "H", "H", "H", "H", "H", "H", "H", "H", "H", "H", "H", "H", "H", "H", "H", "H", "H", "H", "H", "H", "H"],
  "coordinates": [[0.862, -0.380, -0.136], [2.590, 4.265, 3.360], [3.606, 3.123, 3.325], [2.956, 1.855, 2.875], [2.559, 0.784, 3.636], [2.657, 0.615, 5.118], [1.299, 0.903, 5.767], [1.923, -0.140, 2.745], [1.475, -1.402, 3.111], [0.891, -2.327, 2.252], [0.434, -3.622, 2.650], [0.454, -4.177, 4.039], [1.810, -4.795, 4.387], [-0.029, -4.240, 1.513], [0.135, -3.307, 0.442], [-0.161, -3.590, -0.883], [0.030, -2.725, -1.949], [0.523, -1.443, -1.845], [0.536, -0.952, -3.133], [0.998, 0.305, -3.504], [1.559, 1.241, -2.646], [1.719, 1.074, -1.289], [2.423, 2.177, -0.863], [2.827, 2.400, 0.448], [2.551, 1.575, 1.530], [1.880, 0.374, 1.468], [2.652, 3.081, -1.950], [2.114, 2.490, -3.068], [2.058, 3.041, -4.459], [0.671, 3.618, -4.766], [3.307, 4.423, -1.845], [4.833, 4.331, -1.883], [0.010, -1.918, -4.047], [-0.286, -3.038, -3.309], [-0.882, -4.323, -3.789], [-2.402, -4.351, -3.595], [-0.184, -1.720, -5.518], [1.093, -2.042, -6.298], [0.669, -2.126, 0.907], [-0.639, -5.598, 1.400], [-2.168, -5.523, 1.435], [3.056, 5.195, 3.684], [1.786, 4.020, 4.051], [2.155, 4.412, 2.376], [4.026, 2.991, 4.325], [4.425, 3.384, 2.651], [3.405, 1.301, 5.524], [2.971, -0.404, 5.367], [1.013, 1.937, 5.580], [1.332, 0.740, 6.845], [0.539, 0.255, 5.333], [1.604, -1.704, 4.141], [-0.322, -4.940, 4.128], [0.222, -3.387, 4.757], [2.010, -5.648, 3.743], [1.834, -5.134, 5.424], [2.599, -4.063, 4.241], [-0.556, -4.572, -1.094], [0.965, 0.556, -4.554], [3.409, 3.288, 0.640], [2.298, 2.257, -5.183], [2.803, 3.833, -4.567], [-0.092, 2.847, -4.665], [0.636, 4.026, -5.779], [0.447, 4.417, -4.061], [2.994, 4.902, -0.912], [2.968, 5.059, -2.668], [5.186, 3.689, -1.080], [5.292, 5.315, -1.771], [5.157, 3.907, -2.831], [-0.434, -5.162, -3.249], [-0.657, -4.453, -4.851], [-2.659, -4.212, -2.548], [-2.806, -5.306, -3.934], [-2.874, -3.551, -4.163], [-0.484, -0.688, -5.716], [-0.991, -2.374, -5.860], [1.904, -1.396, -5.967], [0.948, -1.903, -7.371], [1.386, -3.076, -6.119], [-0.295, -6.221, 2.227], [-0.321, -6.076, 0.472], [-2.489, -5.030, 2.351], [-2.605, -6.523, 1.407], [-2.540, -4.949, 0.589], [-2.228, 1.557, -2.450], [-2.809, 0.629, -1.381], [-4.280, 0.998, -1.175], [-2.793, -0.778, -1.979], [-1.576, 0.710, 0.281], [-1.508, 2.706, 0.812], [-0.969, 2.844, 2.239], [-0.502, 3.434, -0.081], [-2.825, 3.485, 0.739], [-2.634, -0.202, 1.797], [-3.920, 0.482, 2.270], [-2.997, -1.620, 1.349], [-1.735, -0.360, 3.022], [-2.749, 1.410, -3.400], [-1.171, 1.342, -2.605], [-2.339, 2.601, -2.174], [-4.774, 1.106, -2.143], [-4.396, 1.930, -0.638], [-4.801, 0.217, -0.628], [-3.395, -0.806, -2.890], [-3.191, -1.521, -1.298], [-1.783, -1.069, -2.234], [-0.074, 2.240, 2.373], [-1.713, 2.555, 2.976], [-0.708, 3.887, 2.433], [0.502, 3.087, 0.141], [-0.543, 4.510, 0.112], [-0.683, 3.276, -1.137], [-3.634, 2.960, 1.232], [-3.110, 3.675, -0.292], [-2.708, 4.453, 1.232], [-4.590, 0.697, 1.447], [-3.702, 1.410, 2.790], [-4.447, -0.172, 2.968], [-3.788, -1.608, 0.606], [-3.358, -2.199, 2.202], [-2.127, -2.129, 0.936], [-1.433, 0.593, 3.441], [-0.839, -0.908, 2.759], [-2.262, -0.916, 3.803]],
  "homo_energy_ha": [-0.091, -0.139],
  "charge": -1,
  "spin_multiplicity": 3,
  "e_lumo_ha": [0.0928, 0.0649],
  "orbital_gap_ev": [5.0, 5.5],
  "fmax_ha_per_bohr": 0.0286,
  "e_tot_ev": -87887.4359
}